Computed, not measured: a structure of composition C59H66GeN6O2SeSn at a distorted geometry, with ωB97M-V/def2-TZVPD.

Results
- orbital gap (Ha) = 0.2358
- energy above the lowest of the compared OMol25 structures with the same formula, charge and spin (eV) = 0.9895
- HOMO energy (eV) = -7.193
- E_tot (eV) = -202986.2385
- E_LUMO (eV) = -0.8

Each line ends with the Mulliken charge.
Element x y z (Å)
Sn  0.540  -1.315  1.710  0.177
O  2.804  -4.816  0.354  -0.725
C  2.234  -3.737  0.418  -0.479
N  1.146  -3.419  1.154  0.971
C  0.782  -4.352  2.157  -0.695
C  0.522  -5.695  1.918  -0.279
C  0.218  -6.537  2.977  -0.955
C  0.195  -6.042  4.273  -0.722
C  0.463  -4.704  4.518  -0.565
C  0.755  -3.849  3.458  0.394
N  0.951  -2.461  3.608  0.178
C  1.633  -2.022  4.693  -0.081
O  2.330  -2.695  5.441  -0.689
C  1.391  -0.576  5.080  0.437
C  2.158  -0.035  6.105  -0.528
C  1.726  1.124  6.724  -0.568
C  0.532  1.689  6.307  -0.640
C  -0.131  1.114  5.235  -0.273
N  0.293  0.019  4.609  0.046
C  2.805  -2.569  -0.349  0.261
C  3.905  -2.780  -1.171  -0.364
C  4.467  -1.700  -1.826  -0.891
C  3.883  -0.449  -1.669  -1.255
C  2.787  -0.332  -0.836  -0.143
N  2.277  -1.362  -0.163  0.859
H  0.564  -6.067  0.903  0.490
H  0.004  -7.582  2.793  0.406
H  -0.051  -6.695  5.101  0.382
H  0.460  -4.315  5.525  0.521
H  3.043  -0.569  6.423  0.507
H  2.279  1.550  7.552  0.445
H  0.113  2.554  6.802  0.430
H  -1.072  1.521  4.884  0.443
H  4.291  -3.785  -1.254  0.610
H  5.338  -1.827  -2.456  0.421
H  4.271  0.421  -2.182  0.613
H  2.286  0.618  -0.701  0.724
C  4.259  1.455  2.613  -2.031
C  3.077  1.993  1.805  2.386
C  3.578  2.727  0.555  -1.486
C  2.165  2.903  2.592  1.191
C  2.692  3.765  3.541  -0.295
C  1.880  4.668  4.204  -1.565
C  0.525  4.668  3.950  -0.697
C  -0.063  3.803  3.028  1.184
C  -1.595  3.890  2.982  0.367
C  -2.378  2.694  2.421  -1.552
C  -2.053  5.175  2.274  -1.480
C  0.787  2.938  2.306  -0.703
N  0.250  2.056  1.334  0.887
C  -0.188  2.573  0.263  -0.729
C  -1.081  1.864  -0.726  -0.630
N  -1.300  0.617  -0.721  0.925
C  -2.068  0.069  -1.768  0.228
C  -1.532  0.041  -3.074  0.938
C  -2.313  -0.455  -4.108  -0.330
C  -3.594  -0.933  -3.880  -1.664
C  -4.088  -0.940  -2.589  -1.048
C  -3.353  -0.441  -1.518  0.844
C  -4.073  -0.331  -0.180  0.468
C  -3.260  -0.756  1.046  -0.745
C  -4.603  1.100  -0.009  -1.425
C  -0.119  0.503  -3.400  1.468
C  -0.092  1.569  -4.501  -1.728
C  0.720  -0.703  -3.820  -1.206
C  -1.627  2.918  -1.620  0.473
C  -2.607  2.950  -2.582  0.038
C  -2.873  4.177  -3.232  -0.994
C  -2.178  5.328  -2.960  -1.112
C  -1.172  5.333  -1.964  1.292
C  -0.374  6.425  -1.545  -0.933
C  0.541  6.266  -0.534  -1.381
C  0.707  5.045  0.157  0.530
C  -0.056  3.969  -0.222  -0.121
C  -0.952  4.119  -1.304  -0.778
H  4.721  0.622  2.079  0.411
H  3.932  1.091  3.589  0.405
H  5.025  2.219  2.761  0.426
H  2.477  1.135  1.492  -1.385
H  4.082  3.653  0.840  0.370
H  2.752  2.984  -0.115  0.164
H  4.289  2.108  0.005  0.450
H  3.752  3.739  3.762  0.341
H  2.299  5.353  4.932  0.400
H  -0.116  5.349  4.500  0.504
H  -1.890  3.992  4.031  0.822
H  -2.570  2.820  1.354  0.009
H  -3.347  2.628  2.920  0.662
H  -1.857  1.748  2.563  0.019
H  -1.822  5.134  1.210  0.195
H  -1.567  6.056  2.695  0.422
H  -3.134  5.295  2.380  0.429
H  -1.917  -0.466  -5.117  0.356
H  -4.192  -1.310  -4.700  0.403
H  -5.083  -1.329  -2.402  0.432
H  -4.941  -0.992  -0.244  0.611
H  -2.319  -0.215  1.101  -0.415
H  -3.041  -1.825  1.018  0.150
H  -3.830  -0.548  1.955  0.484
H  -3.781  1.806  0.115  0.180
H  -5.244  1.166  0.873  0.535
H  -5.189  1.403  -0.879  0.321
H  0.337  0.926  -2.506  -0.464
H  -0.402  1.144  -5.459  0.352
H  0.922  1.956  -4.621  0.436
H  -0.752  2.405  -4.270  0.247
H  0.309  -1.151  -4.722  0.013
H  0.725  -1.461  -3.035  0.072
H  1.748  -0.399  -4.027  0.471
H  -3.172  2.069  -2.852  0.609
H  -3.651  4.196  -3.986  0.479
H  -2.408  6.240  -3.498  0.426
H  -0.490  7.389  -2.027  0.446
H  1.146  7.111  -0.232  0.476
H  1.413  4.983  0.975  0.553
C  -0.260  -6.709  -5.148  -1.291
Ge  0.074  -4.832  -4.664  0.568
C  1.930  -4.615  -4.051  -1.085
C  -0.302  -3.758  -6.281  -1.268
C  -1.177  -4.340  -3.201  -0.680
Se  -0.272  -4.100  -1.478  0.178
C  -1.825  -4.416  -0.349  -0.846
H  0.367  -7.002  -5.992  0.386
H  -1.304  -6.849  -5.434  0.369
H  -0.039  -7.371  -4.310  0.356
H  2.638  -5.046  -4.759  0.476
H  2.045  -5.120  -3.090  0.356
H  2.174  -3.561  -3.906  0.169
H  0.135  -4.244  -7.155  0.429
H  0.116  -2.756  -6.216  0.355
H  -1.379  -3.672  -6.443  0.330
H  -1.899  -5.149  -3.072  0.599
H  -1.718  -3.426  -3.427  -0.008
H  -2.647  -3.783  -0.680  0.292
H  -1.542  -4.170  0.672  0.024
H  -2.105  -5.465  -0.404  0.420